Here is an isolated molecule of C17H21NO from the OMol25 dataset. Energies are from ωB97M-V/def2-TZVPD.

The geometry in XYZ format:
```
40
Properties=species:S:1:pos:R:3:forces:R:3:nbo_charge:R:1
O -0.383206 -1.692779 -0.284595 0.002 -0.183 -0.156 -0.635
C -0.583303 -0.644983 0.302347 0.104 -0.019 0.080 0.635
C -1.917293 -0.021755 0.427793 -0.533 -0.163 -0.219 -0.299
C -2.982514 -0.598023 -0.139003 0.762 0.021 0.151 -0.107
C -4.356083 -0.132490 -0.127973 -0.570 0.189 0.006 -0.118
C -5.316000 -0.853961 -0.843051 0.230 0.073 0.102 -0.169
C -6.636258 -0.449241 -0.868100 -0.172 0.041 -0.011 -0.213
C -7.028114 0.685153 -0.176108 -0.046 -0.055 -0.049 -0.202
C -6.089146 1.409781 0.540892 -0.002 0.088 0.053 -0.228
C -4.768257 1.007906 0.565901 0.046 -0.109 -0.062 -0.126
N 0.410274 0.048322 0.917743 0.073 0.237 0.159 -0.600
C 1.795702 -0.352391 0.856865 0.204 0.029 -0.161 -0.232
C 2.614029 0.617158 0.003566 0.036 -0.360 0.205 -0.417
C 4.091189 0.331310 -0.065599 -0.255 0.352 -0.036 0.022
C 4.666567 -0.768452 0.398281 0.078 -0.194 0.035 -0.205
C 6.138316 -1.045029 0.327215 0.135 0.126 0.042 -0.430
C 6.940050 0.209550 -0.003559 -0.011 -0.186 -0.204 -0.391
C 6.270290 0.949118 -1.154605 0.026 0.216 0.206 -0.390
C 4.891122 1.430626 -0.716432 0.211 -0.171 -0.120 -0.435
H -1.980296 0.902276 0.984023 -0.102 0.125 0.055 0.190
H -2.799258 -1.521012 -0.677086 0.085 -0.062 -0.022 0.229
H -5.013434 -1.739279 -1.383580 0.048 -0.084 -0.044 0.213
H -7.363873 -1.018770 -1.427672 -0.045 -0.044 -0.040 0.215
H -8.059991 1.003242 -0.193875 -0.078 0.020 -0.002 0.214
H -6.391496 2.293742 1.083696 -0.013 0.059 0.039 0.213
H -4.051040 1.582212 1.132092 0.071 0.058 0.059 0.196
H 0.204456 0.937543 1.344278 -0.125 -0.107 -0.065 0.387
H 1.802457 -1.350948 0.416014 0.067 0.070 0.146 0.240
H 2.204978 -0.397917 1.871675 0.006 -0.083 -0.104 0.193
H 2.207393 0.611270 -1.013028 -0.039 0.093 0.013 0.217
H 2.481010 1.632460 0.395395 -0.024 0.046 -0.067 0.196
H 4.077090 -1.554299 0.846426 -0.223 -0.066 0.058 0.201
H 6.312281 -1.807835 -0.439742 0.070 -0.056 0.052 0.206
H 6.473609 -1.468072 1.277973 0.009 -0.061 -0.048 0.211
H 6.974442 0.862987 0.870888 0.047 0.037 0.053 0.195
H 7.965523 -0.058983 -0.264369 0.023 0.033 0.068 0.207
H 6.166084 0.272111 -2.004784 0.019 -0.009 -0.088 0.197
H 6.878350 1.799096 -1.470820 -0.001 -0.031 -0.076 0.206
H 5.001178 2.256014 -0.004295 -0.060 0.074 -0.040 0.205
H 4.339741 1.819985 -1.576333 -0.053 0.057 0.033 0.210
```
Positions in Å, forces in eV/Å.

Values from the calculation:
Orbital gap, hartree: 0.3276
SMILES string: O=C(/C=C/c1ccccc1)NCCC1=CCCCC1
Energy, Ha: -790.387054
Energy above the lowest of the compared OMol25 structures with the same formula, charge and spin, kcal/mol: 0.0